(A)
ORCA calculation (ωB97M-V/def2-TZVPD) on a cluster of 2 separate species, C9H14 in total.

## Properties
Gap between HOMO and LUMO (eV): 10.2
E_HOMO (eV): -9.16
Structure (SMILES): Cc1ccccc1.CC
Lowest unoccupied orbital energy (Ha): 0.0384
Molecular weight (g mol⁻¹): 122.2
Total charge: 0

```
23
C9H14 (ωB97M-V/def2-TZVPD)
C 0.14357 -1.94850 -2.12146
C 0.01409 -0.49656 -1.68323
C -1.05060 -0.08388 -0.89227
C -1.11156 1.25630 -0.44298
C -0.14093 2.15776 -0.79113
C 0.91062 1.72992 -1.58509
C 0.97565 0.39676 -2.02938
H 0.80796 -1.97228 -2.97557
H -0.87677 -2.29883 -2.40100
H 0.47413 -2.66409 -1.28661
H -1.81129 -0.74048 -0.60845
H -1.96880 1.50688 0.17865
H -0.16149 3.17731 -0.38599
H 1.66114 2.45105 -1.88054
H 1.81644 0.09948 -2.67446
C -0.27976 0.34628 2.90217
C 0.38189 -1.00031 2.51823
H 0.24548 0.82868 3.70351
H -0.22585 0.98962 2.06730
H -1.33368 0.13844 3.23355
H -0.22965 -1.40101 1.64644
H 0.40534 -1.69370 3.31862
H 1.35408 -0.77886 2.18967
```


(B)
ORCA calculation (ωB97M-V/def2-TZVPD) on a cluster of 2 separate species, C9H14 in total.

## Properties
Gap between HOMO and LUMO (eV): 9.7
E_HOMO (eV): -8.78
Structure (SMILES): Cc1ccccc1.CC
Lowest unoccupied orbital energy (Ha): 0.0357
Molecular weight (g mol⁻¹): 122.2
Total charge: 0

```
23
C9H14 (ωB97M-V/def2-TZVPD)
C -1.51528 -1.03365 1.76276
C -1.36971 -0.18793 0.54973
C -1.00181 1.19634 0.72754
C -0.81930 1.95773 -0.37226
C -0.82593 1.36454 -1.74490
C -1.10533 0.03123 -1.93940
C -1.42261 -0.67223 -0.76503
H -0.57425 -1.04823 2.41124
H -1.71692 -2.05290 1.42353
H -2.36531 -0.71671 2.40869
H -0.96622 1.49789 1.72852
H -0.47346 2.97755 -0.34207
H -0.56255 2.06608 -2.57374
H -1.15098 -0.50146 -2.84563
H -1.66455 -1.70681 -0.86371
C 2.49351 -1.10012 0.28578
C 3.93626 -0.72751 0.72840
H 1.85570 -0.21010 0.26338
H 2.51974 -1.59877 -0.64918
H 1.90278 -1.64784 0.99236
H 4.53266 -0.06248 0.20760
H 3.90774 -0.28371 1.72269
H 4.53671 -1.68295 0.72070
```


Short version: (B) is the least stable of them.


(A)
ORCA calculation (ωB97M-V/def2-TZVPD) on a cluster of 2 separate species, C9H14 in total.

## Properties
Gap between HOMO and LUMO (eV): 10.0
E_HOMO (eV): -9.08
Structure (SMILES): Cc1ccccc1.CC
Lowest unoccupied orbital energy (Ha): 0.0355
Molecular weight (g mol⁻¹): 122.2
Total charge: 0

```
23
C9H14 (ωB97M-V/def2-TZVPD)
C 0.45267 -1.77023 1.73865
C -0.53601 -0.64542 1.43602
C -1.86047 -0.75610 1.83799
C -2.73654 0.26956 1.43325
C -2.37095 1.30209 0.59103
C -1.05318 1.32582 0.16284
C -0.13700 0.37983 0.56469
H -0.02238 -2.71444 1.48919
H 0.67970 -1.67855 2.80174
H 1.32863 -1.75298 1.08999
H -2.27773 -1.53778 2.44872
H -3.78622 0.32058 1.72180
H -2.95441 2.04656 0.06205
H -0.77993 2.21416 -0.40475
H 0.92779 0.49764 0.40784
C 3.66801 -0.23763 -2.75448
C 2.61777 0.52181 -3.54069
H 3.77806 -1.24740 -3.14270
H 4.62481 0.25782 -2.75966
H 3.39323 -0.27678 -1.69558
H 2.21251 1.39484 -3.03902
H 1.75294 -0.08595 -3.83417
H 3.01059 0.81610 -4.52321
```


(B)
ORCA calculation (ωB97M-V/def2-TZVPD) on a cluster of 2 separate species, C9H14 in total.

## Properties
Gap between HOMO and LUMO (eV): 9.9
E_HOMO (eV): -8.91
Structure (SMILES): Cc1ccccc1.CC
Lowest unoccupied orbital energy (Ha): 0.0354
Molecular weight (g mol⁻¹): 122.2
Total charge: 0

```
23
C9H14 (ωB97M-V/def2-TZVPD)
C -0.64942 -0.93972 2.19699
C 0.43824 -0.12920 1.57411
C 1.74269 -0.60351 1.42939
C 2.69996 0.18463 0.79671
C 2.40416 1.42918 0.27220
C 1.04912 1.72792 0.12052
C 0.11637 0.98153 0.80301
H -0.34912 -1.47920 3.09292
H -0.92791 -1.68297 1.43828
H -1.56949 -0.38291 2.36467
H 2.08890 -1.46737 1.98492
H 3.73635 -0.12642 0.87762
H 3.18576 2.13766 0.04777
H 0.81016 2.65796 -0.36998
H -0.89621 1.36511 0.86479
C -1.29909 -0.14829 -1.59428
C -2.05378 -0.78876 -2.78667
H -0.91571 0.80600 -1.93558
H -2.04126 0.03970 -0.81224
H -0.66230 -0.86602 -1.08518
H -3.06099 -1.05727 -2.45608
H -1.51313 -1.59346 -3.26911
H -2.33329 -0.06455 -3.55478
```


(C)
ORCA calculation (ωB97M-V/def2-TZVPD) on a cluster of 2 separate species, C9H14 in total.

## Properties
Gap between HOMO and LUMO (eV): 10.0
E_HOMO (eV): -9.07
Structure (SMILES): Cc1ccccc1.CC
Lowest unoccupied orbital energy (Ha): 0.0356
Molecular weight (g mol⁻¹): 122.2
Total charge: 0

```
23
C9H14 (ωB97M-V/def2-TZVPD)
C -2.45270 -0.81977 -1.71154
C -1.16141 -0.06019 -1.66330
C -0.13221 -0.49174 -0.82466
C 1.10282 0.09303 -0.87269
C 1.40477 1.19902 -1.62193
C 0.36740 1.69034 -2.41600
C -0.90006 1.10377 -2.41205
H -2.76184 -1.02807 -2.74802
H -3.35738 -0.35398 -1.27695
H -2.44762 -1.75443 -1.17377
H -0.34332 -1.21444 -0.06189
H 1.89926 -0.35704 -0.22338
H 2.36595 1.72516 -1.62795
H 0.55343 2.61458 -2.92444
H -1.63043 1.56295 -3.06810
C 1.24045 -1.12653 2.78156
C 0.73284 0.10245 3.55826
H 2.21851 -0.83086 2.42167
H 1.28661 -2.15455 3.16644
H 0.67173 -1.23874 1.85878
H 1.11195 0.58564 4.45813
H -0.36512 -0.12099 3.69421
H 0.59638 0.87439 2.68760
```


(D)
ORCA calculation (ωB97M-V/def2-TZVPD) on a cluster of 2 separate species, C9H14 in total.

## Properties
Gap between HOMO and LUMO (eV): 10.0
E_HOMO (eV): -8.99
Structure (SMILES): Cc1ccccc1.CC
Lowest unoccupied orbital energy (Ha): 0.0382
Molecular weight (g mol⁻¹): 122.2
Total charge: 0

```
23
C9H14 (ωB97M-V/def2-TZVPD)
C 2.75182 2.15994 -2.03275
C 1.97532 1.05559 -1.37034
C 0.60805 0.95912 -1.51613
C -0.11027 -0.10131 -0.96899
C 0.56408 -1.14289 -0.36422
C 1.95806 -1.12436 -0.34046
C 2.65665 -0.01392 -0.76085
H 3.79193 2.20206 -1.71530
H 2.30618 3.14427 -1.88173
H 2.74418 1.98485 -3.10916
H 0.10734 1.71166 -2.11907
H -1.19177 -0.03985 -0.92846
H 0.03002 -1.89446 0.20177
H 2.52326 -2.02192 -0.09860
H 3.74000 -0.02285 -0.79093
C -2.69305 -0.40368 1.73223
C -3.43391 -1.25208 2.76031
H -1.95314 -1.05936 1.25658
H -3.35531 -0.12911 0.90482
H -2.14135 0.46123 2.09788
H -4.22528 -0.72053 3.29599
H -2.74903 -1.66222 3.50266
H -3.90379 -2.09019 2.24476
```


Short version: (C) is the least stable of them.


(A)
ORCA calculation (ωB97M-V/def2-TZVPD) on a cluster of 2 separate species, C9H14 in total.

## Properties
Gap between HOMO and LUMO (eV): 9.9
E_HOMO (eV): -8.86
Structure (SMILES): Cc1ccccc1.CC
Lowest unoccupied orbital energy (Ha): 0.0386
Molecular weight (g mol⁻¹): 122.2
Total charge: 0

```
23
C9H14 (ωB97M-V/def2-TZVPD)
C 0.63383 1.94330 2.82271
C -0.00988 0.99235 1.73269
C -1.36397 1.15390 1.29817
C -1.98017 0.08925 0.66419
C -1.35475 -1.18165 0.43557
C 0.03833 -1.23604 0.64011
C 0.66513 -0.17984 1.32905
H 0.19114 2.91810 2.57970
H 1.71829 2.11701 2.92883
H 0.22912 1.50441 3.82041
H -1.86830 2.05349 1.43287
H -3.05872 0.15149 0.39877
H -1.80535 -1.91704 -0.13883
H 0.59307 -2.05044 0.37109
H 1.70499 -0.15326 1.36829
C 1.35362 -0.39079 -2.59434
C 0.03389 -1.17079 -2.79550
H 1.03068 0.67425 -2.28803
H 2.10591 -0.77286 -1.90987
H 1.90156 -0.38298 -3.54233
H 0.18201 -1.93270 -3.60051
H -0.10711 -1.61930 -1.84772
H -0.83331 -0.60986 -3.10532
```


(B)
ORCA calculation (ωB97M-V/def2-TZVPD) on a cluster of 2 separate species, C9H14 in total.

## Properties
Gap between HOMO and LUMO (eV): 9.8
E_HOMO (eV): -8.81
Structure (SMILES): Cc1ccccc1.CC
Lowest unoccupied orbital energy (Ha): 0.0372
Molecular weight (g mol⁻¹): 122.2
Total charge: 0

```
23
C9H14 (ωB97M-V/def2-TZVPD)
C 0.38677 1.55609 -2.37730
C -0.11323 1.22606 -1.06222
C -0.52959 -0.07239 -0.70160
C -0.93856 -0.24561 0.59603
C -0.99757 0.84259 1.54805
C -0.58555 2.05098 1.13346
C 0.03553 2.22583 -0.10137
H -0.03542 2.56600 -2.86120
H 0.08549 0.74523 -3.16491
H 1.50944 1.74013 -2.55947
H -0.59295 -0.90830 -1.41289
H -1.49543 -1.20637 0.74855
H -1.20616 0.66394 2.58925
H -0.35304 2.83413 1.94915
H 0.46044 3.18544 -0.29878
C 0.54944 -3.67834 0.44404
C 1.44203 -2.44753 0.74792
H 1.26898 -4.50233 0.11056
H 0.00680 -3.99694 1.40997
H -0.27389 -3.39473 -0.33293
H 1.46336 -1.74963 -0.13647
H 2.52132 -2.74666 0.91269
H 1.14542 -1.97602 1.68437
```


Short version: (B) is the least stable of them.